Entry 1:
An isolated molecule of C4H5N3, computed with ωB97M-V with the def2-TZVPD basis set.

Properties
gap between HOMO and LUMO	0.348	hartree
E_HOMO	-0.3417	Eh
energy above the lowest of the compared OMol25 structures with the same formula, charge and spin	115.20	kcal/mol
structure (SMILES)	[H]/N=C\n1cccn1
maximum force	9.01	eV/Å
total energy	-319.5286	Ha

The geometry in ORCA input format:
```
! RIJCOSX wB97M-V def2-TZVPD def2/J DEFGRID3
* xyz 0 1
C 1.72969 -0.57571 0.19378
C -0.39581 1.02782 0.03282
C -1.72606 0.62787 -0.16233
C -1.69404 -0.78751 -0.26421
H 2.46051 1.04468 -0.64536
H 1.89671 -1.69183 0.91121
H -0.00458 2.07365 0.66710
H -2.64313 1.08398 0.22174
H -2.36446 -1.51408 -0.49214
N 2.70384 0.16088 -0.41040
N 0.46930 -0.21182 0.02232
N -0.43196 -1.23794 -0.07453
*
```

---

Entry 2:
An isolated molecule of C4H5N3, computed with ωB97M-V with the def2-TZVPD basis set.

Properties
gap between HOMO and LUMO	0.428	hartree
E_HOMO	-0.4123	Eh
energy above the lowest of the compared OMol25 structures with the same formula, charge and spin	68.97	kcal/mol
structure (SMILES)	CC(N)(C#N)C#N
maximum force	4.04	eV/Å
total energy	-319.6023	Ha

The geometry in ORCA input format:
```
! RIJCOSX wB97M-V def2-TZVPD def2/J DEFGRID3
* xyz 0 1
C -1.07490 -0.86896 0.84216
C 0.86820 -1.47609 -0.34989
C -0.38557 0.84891 -1.14907
C 0.11262 -0.32991 0.24729
N -2.03205 -1.23003 1.40253
N 1.64753 -2.13382 -0.83629
N 0.95276 0.47301 1.14618
H -0.89968 1.69730 -0.76775
H 0.48237 1.02289 -1.86114
H -1.06846 0.33436 -1.88833
H 0.89596 0.25125 2.11782
H 0.50122 1.41110 1.09649
*
```

---

Entry 3:
An isolated molecule of C4H5N3, computed with ωB97M-V with the def2-TZVPD basis set.

Properties
gap between HOMO and LUMO	0.407	hartree
E_HOMO	-0.3851	Eh
energy above the lowest of the compared OMol25 structures with the same formula, charge and spin	44.44	kcal/mol
structure (SMILES)	CNC(C#N)C#N
maximum force	1.15	eV/Å
total energy	-319.6414	Ha

The geometry in ORCA input format:
```
! RIJCOSX wB97M-V def2-TZVPD def2/J DEFGRID3
* xyz 0 1
C -1.60364 0.09455 0.12129
N -0.46420 -0.53751 -0.53464
C 0.79951 -0.40404 0.17116
C 1.90689 -0.63392 -0.77713
N 2.73928 -0.78846 -1.56272
C 1.01301 0.90525 0.85359
N 1.11016 1.90570 1.42398
H -1.71592 -0.29927 1.13628
H -2.50385 -0.16239 -0.44170
H -1.52126 1.18989 0.18541
H -0.36417 -0.18453 -1.47969
H 0.86058 -1.17069 0.95653
*
```

---

Entry 4:
An isolated molecule of C4H5N3, computed with ωB97M-V with the def2-TZVPD basis set.

Properties
gap between HOMO and LUMO	0.383	hartree
E_HOMO	-0.3611	Eh
energy above the lowest of the compared OMol25 structures with the same formula, charge and spin	62.31	kcal/mol
structure (SMILES)	CNC1=N[C@H]1C#N
maximum force	1.17	eV/Å
total energy	-319.6129	Ha

The geometry in ORCA input format:
```
! RIJCOSX wB97M-V def2-TZVPD def2/J DEFGRID3
* xyz 0 1
C -1.81669 0.03451 0.01123
N -0.74407 0.18739 -0.94837
C 1.48131 -0.55086 0.30578
C 0.50449 -0.22475 -0.70545
N 1.63266 -0.45544 -1.21369
C 2.08457 0.51360 1.08277
N 2.51498 1.40370 1.68440
H -1.52076 -0.72535 0.73384
H -2.72531 -0.32239 -0.48258
H -2.03750 0.95739 0.55437
H -0.90890 0.71537 -1.79326
H 1.53521 -1.53317 0.77095
*
```

---

Entry 5:
An isolated molecule of C4H5N3O, computed with ωB97M-V with the def2-TZVPD basis set.

Properties
gap between HOMO and LUMO	0.312	hartree
E_HOMO	-0.2960	Eh
energy above the lowest of the compared OMol25 structures with the same formula, charge and spin	62.69	kcal/mol
structure (SMILES)	Nc1c[nH]ncc1=O
maximum force	6.22	eV/Å
total energy	-394.8677	Ha

The geometry in ORCA input format:
```
! RIJCOSX wB97M-V def2-TZVPD def2/J DEFGRID3
* xyz 0 1
C -0.17582 -0.05325 0.69851
C -0.07370 1.26318 0.24237
C 0.28723 -0.78937 -1.55057
C 0.17237 -1.14114 -0.17794
H -0.42041 0.10239 2.76629
H -0.42037 -1.44396 1.98971
H -0.38968 2.14914 0.81724
H -0.05169 2.28108 -1.59872
H 0.60522 -1.39588 -2.39834
N -0.61602 -0.46010 1.89068
N 0.37514 1.38783 -1.02820
N 0.35499 0.39867 -1.95157
O 0.35275 -2.29860 0.30053
*
```

---

Entry 6:
An isolated molecule of C4H5N3O, computed with ωB97M-V with the def2-TZVPD basis set.

Properties
gap between HOMO and LUMO	0.320	hartree
E_HOMO	-0.3716	Eh
energy above the lowest of the compared OMol25 structures with the same formula, charge and spin	77.35	kcal/mol
structure (SMILES)	C/N=C1/N=CC(=O)N1
maximum force	7.10	eV/Å
total energy	-394.8443	Ha

The geometry in ORCA input format:
```
! RIJCOSX wB97M-V def2-TZVPD def2/J DEFGRID3
* xyz 0 1
C -2.44941 -0.80890 -0.01936
C -0.59739 0.52619 0.01698
C 1.42624 -0.43290 0.11218
C 1.46889 1.16439 0.10538
H -3.55639 -0.63185 0.09528
H -2.13729 -1.22029 0.87670
H -2.17274 -1.51065 -0.87261
H -0.53806 -1.41203 0.31832
H 2.21502 1.74524 -0.35735
N -1.82763 0.60683 -0.34805
N 0.06834 -0.66248 0.44637
N 0.18682 1.57450 0.06072
O 2.26334 -1.28689 -0.30809
*
```

---

Entry 7:
An isolated molecule of C4H5N3O, computed with ωB97M-V with the def2-TZVPD basis set.

Properties
gap between HOMO and LUMO	0.310	hartree
E_HOMO	-0.3449	Eh
energy above the lowest of the compared OMol25 structures with the same formula, charge and spin	147.11	kcal/mol
structure (SMILES)	C=C(C)c1nnno1
maximum force	7.53	eV/Å
total energy	-394.7331	Ha

The geometry in ORCA input format:
```
! RIJCOSX wB97M-V def2-TZVPD def2/J DEFGRID3
* xyz 0 1
C 1.32107 -1.06736 -0.19142
C 0.42853 0.05976 -0.18822
C 0.96849 1.40094 0.18376
C -0.95583 -0.14548 -0.23028
H 2.40444 -0.61668 -0.54253
H 0.69295 -1.86525 -0.81382
H 1.57031 -1.50977 0.97566
H 2.15212 1.54892 0.28447
H 0.42985 2.20035 0.71809
N -1.69659 -1.19937 0.11198
N -2.86185 -0.57569 0.18060
N -2.90609 0.69246 -0.11317
O -1.54743 1.07718 -0.37513
*
```

---

Entry 8:
An isolated molecule of C4H5N3O, computed with ωB97M-V with the def2-TZVPD basis set.

Properties
gap between HOMO and LUMO	0.297	hartree
E_HOMO	-0.3399	Eh
energy above the lowest of the compared OMol25 structures with the same formula, charge and spin	140.76	kcal/mol
structure (SMILES)	CON=C1C=NN=C1
maximum force	6.75	eV/Å
total energy	-394.7432	Ha

The geometry in ORCA input format:
```
! RIJCOSX wB97M-V def2-TZVPD def2/J DEFGRID3
* xyz 0 1
C 2.71305 -0.00244 0.06745
C -0.76794 0.19615 -0.13882
C -1.99682 1.13019 -0.04506
C -1.55287 -1.18328 -0.10749
H 3.22769 0.38528 -0.76472
H 2.53484 0.70538 0.95530
H 3.15751 -0.98236 0.19181
H -2.02978 2.29625 0.03444
H -1.22342 -2.13211 0.27822
N 0.44241 0.56566 -0.12006
N -3.01235 0.37573 -0.09696
N -2.85437 -0.89732 0.00267
O 1.36203 -0.45715 -0.25678
*
```

---

Entry 9:
An isolated molecule of C4H5N3O, computed with ωB97M-V with the def2-TZVPD basis set.

Properties
gap between HOMO and LUMO	0.366	hartree
E_HOMO	-0.3698	Eh
energy above the lowest of the compared OMol25 structures with the same formula, charge and spin	134.34	kcal/mol
structure (SMILES)	C/C=C\c1nnon1
maximum force	7.55	eV/Å
total energy	-394.7535	Ha

The geometry in ORCA input format:
```
! RIJCOSX wB97M-V def2-TZVPD def2/J DEFGRID3
* xyz 0 1
C 1.85719 -1.10707 -1.50672
C 0.36124 -1.53224 -1.81386
C -0.64219 -0.91961 -1.13336
C -0.42543 0.09579 0.00043
H 2.67180 -1.91047 -1.58266
H 2.08791 -0.53255 -2.41078
H 1.90021 -0.33298 -0.91307
H 0.08878 -2.10446 -2.68763
H -1.77694 -1.04169 -1.49082
N -1.48320 0.33225 1.03064
N -1.15771 1.04279 1.88890
N 0.60735 0.82361 0.32982
O 0.29479 1.41380 1.63258
*
```

---

Entry 10:
An isolated molecule of C4H5N3O, computed with ωB97M-V with the def2-TZVPD basis set.

Properties
gap between HOMO and LUMO	0.287	hartree
E_HOMO	-0.2889	Eh
energy above the lowest of the compared OMol25 structures with the same formula, charge and spin	113.12	kcal/mol
maximum force	4.54	eV/Å
total energy	-394.7873	Ha

The geometry in ORCA input format:
```
! RIJCOSX wB97M-V def2-TZVPD def2/J DEFGRID3
* xyz 0 1
C -2.76386 -0.13906 -0.59816
C -3.96738 -0.47990 0.05411
C -0.58987 0.78087 0.06017
C 0.68986 -1.24488 0.04719
N -1.65212 0.09165 -0.02526
N -5.10882 -0.52022 0.29616
N -0.55107 2.13495 0.18275
O 0.56516 0.14717 0.19800
H 0.31149 -1.74300 -1.02599
H 0.14045 -1.82630 0.83806
H 1.81476 -1.41007 0.38350
H 0.37257 2.60228 -0.02349
H -1.23681 2.70871 -0.48610
*
```

---

Entry 11:
A 2-piece molecular cluster, C4H5N3O overall, computed with ωB97M-V with the def2-TZVPD basis set.

Properties
gap between HOMO and LUMO	0.335	hartree
E_HOMO	-0.3445	Eh
energy above the lowest of the compared OMol25 structures with the same formula, charge and spin	176.43	kcal/mol
maximum force	9.26	eV/Å
total energy	-394.6864	Ha

The geometry in ORCA input format:
```
! RIJCOSX wB97M-V def2-TZVPD def2/J DEFGRID3
* xyz 0 1
C 0.66354 0.08979 -0.32889
C 0.16646 1.18607 -0.00086
C -1.30823 1.29177 -0.19539
C -0.77645 -1.64379 -0.14952
H 2.40540 0.38263 0.99178
H 2.14761 -1.26386 0.82717
H 0.72382 2.19766 -0.14669
H -1.85658 2.25502 -0.36291
H -0.39767 -2.68435 0.21507
N 2.11145 -0.13956 -0.06818
N -2.15117 0.33742 -0.18427
N -1.83208 -1.10887 0.30199
O 0.10391 -0.89993 -0.89931
*
```

---

Entry 12:
An isolated molecule of C4H5N3O, computed with ωB97M-V with the def2-TZVPD basis set.

Properties
gap between HOMO and LUMO	0.342	hartree
E_HOMO	-0.3054	Eh
energy above the lowest of the compared OMol25 structures with the same formula, charge and spin	97.76	kcal/mol
structure (SMILES)	[H]/N=c1\occn1N=C
maximum force	5.31	eV/Å
total energy	-394.8118	Ha

The geometry in ORCA input format:
```
! RIJCOSX wB97M-V def2-TZVPD def2/J DEFGRID3
* xyz 0 1
C -2.31021 -0.08537 -0.06233
C 0.94785 -1.37643 0.06304
C 2.08230 -0.69953 -0.06568
C 0.45836 0.84295 0.08165
H -3.28090 -0.54551 -0.06312
H -2.23956 1.04374 0.28911
H 0.33239 -2.30907 -0.15693
H 3.26372 -0.89567 0.01736
H 0.46196 2.67451 -0.07638
N -1.34040 -0.84306 -0.01115
N -0.08190 -0.40141 0.04267
N -0.10698 1.92455 -0.03894
O 1.81336 0.67028 -0.01931
*
```

---

What did the fourth record say?
An isolated molecule of C4H5N3, computed with ωB97M-V with the def2-TZVPD basis set.

Properties
gap between HOMO and LUMO	0.383	hartree
E_HOMO	-0.3611	Eh
energy above the lowest of the compared OMol25 structures with the same formula, charge and spin	62.31	kcal/mol
structure (SMILES)	CNC1=N[C@H]1C#N
maximum force	1.17	eV/Å
total energy	-319.6129	Ha

The geometry in ORCA input format:
```
! RIJCOSX wB97M-V def2-TZVPD def2/J DEFGRID3
* xyz 0 1
C -1.81669 0.03451 0.01123
N -0.74407 0.18739 -0.94837
C 1.48131 -0.55086 0.30578
C 0.50449 -0.22475 -0.70545
N 1.63266 -0.45544 -1.21369
C 2.08457 0.51360 1.08277
N 2.51498 1.40370 1.68440
H -1.52076 -0.72535 0.73384
H -2.72531 -0.32239 -0.48258
H -2.03750 0.95739 0.55437
H -0.90890 0.71537 -1.79326
H 1.53521 -1.53317 0.77095
*
```